A 2-piece molecular cluster, C4H4BrI overall. Source: the OMol25 dataset; level of theory: ωB97M-V/def2-TZVPD.

Results
Max |F| = 11.29 eV/Å
Spin multiplicity = 3
Highest occupied orbital energy (spin up / spin down) = -5.743 / -9.857 eV
Frontier orbital gap (spin up / spin down) = 5.86 / 7.24 eV
E_tot = -3026.2203 a.u.
LUMO energy (spin up / spin down) = 0.121 / -2.619 eV

Structure (XYZ):
```
10
Properties=species:S:1:pos:R:3:forces:R:3
C -0.748459 -1.197303 0.770029 -10.425 -2.084 -1.295
C 0.349941 1.331205 -1.731596 -0.230 -0.979 -0.477
C 0.499934 -0.814431 0.942181 10.134 3.842 3.149
C 0.315678 2.048314 -0.771760 0.002 -3.106 -3.873
Br -2.244655 -0.932259 2.095045 1.944 -0.587 -0.994
I 0.274952 -0.131383 -3.141405 0.064 0.728 0.577
H 1.040850 -0.101243 1.687122 -2.080 -0.836 -1.278
H 1.288453 -1.104518 0.279763 0.103 -0.999 -0.353
H -1.139424 -1.796207 -0.074259 0.356 0.705 0.753
H 0.362731 2.697824 -0.055119 0.131 3.317 3.791
```
Forces are in eV/Å.